1.
Below is a 2-piece molecular cluster, C23H19Cl2N2 overall at a distorted geometry, with properties calculated with the ωB97M-V functional and the def2-TZVPD basis.

Summary:
- 2S+1 = 1
- frontier orbital gap (eV) = 5.43
- relative energy (zero: lowest compared OMol25 entry of this formula, charge and spin) (eV) = 0.000
- total charge = +1
- highest occupied orbital energy (eV) = -10.876

Each line ends with the Mulliken charge.
Element x y z (Å)
Cl: -6.372445 1.587823 2.072034  -0.155
Cl: 6.560017 1.728353 2.160356  -0.147
N: -1.346620 -3.913215 7.003973  0.083
N: -1.528944 -3.286908 4.868633  -0.212
C: 5.018830 -0.484395 2.251368  -0.715
C: -1.092525 -1.053804 2.908078  0.119
C: -3.560611 -1.187971 2.642943  -0.113
C: -3.340726 -6.564618 4.550778  -0.638
C: -2.812388 -5.346930 4.090266  -0.377
C: -2.148258 -4.521153 5.001415  -0.008
C: 5.056799 0.921237 2.230030  0.473
C: 1.332454 -1.097441 2.571578  -0.428
C: 2.576088 -0.411249 2.413060  0.777
C: 0.090766 -0.478536 2.461032  -0.683
C: 3.796406 -1.136813 2.333295  -0.405
C: 2.644156 1.010158 2.361027  -0.326
C: -2.461584 0.982447 2.526665  -0.344
C: -0.984123 -3.891080 8.413922  -0.856
C: -4.857982 0.821802 2.276804  0.500
C: -2.364393 -0.427268 2.704650  0.525
C: -4.790036 -0.576559 2.417365  -0.814
C: -3.689851 1.601177 2.324245  -0.898
C: -2.553218 -6.131473 6.826792  -0.934
C: -2.040082 -4.936975 6.350534  1.134
C: 3.867388 1.666742 2.272480  -0.846
C: -1.063202 -2.948601 6.076937  -0.619
C: -3.215555 -6.955642 5.896725  -0.556
H: -2.890995 -5.006430 3.057356  0.425
H: -1.354335 -4.805770 8.882821  0.263
H: 5.948724 -1.045517 2.209659  0.412
H: 3.912037 2.751954 2.245551  0.410
H: 3.752779 -2.227189 2.339839  0.377
H: 0.106492 -3.836336 8.531619  0.325
H: -2.429792 -6.387049 7.879911  0.254
H: -1.064104 -2.026544 3.386621  0.460
H: -3.860028 -7.225313 3.852836  0.373
H: -3.751329 2.680044 2.207987  0.409
H: -5.703580 -1.162112 2.355423  0.424
H: -3.492257 -2.270660 2.756320  0.362
H: -1.553804 1.585229 2.573166  0.437
H: 0.041410 0.488779 1.946275  0.553
H: -1.427307 -3.019332 8.913509  0.330
H: -3.638238 -7.908264 6.219649  0.376
H: 1.361571 -2.171158 2.769279  0.427
H: -0.523162 -2.045023 6.348492  0.443
H: 1.722319 1.589892 2.415535  0.404

Force components x, y, z for each atom (eV/Å):
-0.0435 -0.0108 -0.0472
0.0162 0.0083 -0.0164
-0.0189 0.0095 -0.1517
0.5798 0.7300 0.6631
-0.2190 0.0950 -0.0169
0.2984 0.2725 -1.0900
0.1227 0.1611 0.1872
0.2428 0.6023 -0.2581
-0.0778 -0.1840 0.0723
0.1888 -0.1919 1.2331
-0.6720 -0.5079 0.0398
-0.3188 0.2649 0.0117
0.6557 0.2929 -0.3286
0.0180 0.2118 -0.0816
-0.1993 0.2270 0.1464
0.3528 -0.1858 -0.0104
-0.3146 -0.2494 -0.1100
0.1301 0.2269 0.0613
0.7571 -0.4664 0.1674
-0.5629 0.6715 -0.0229
0.2949 0.1864 -0.0207
0.2594 -0.3024 0.0637
-0.3838 -0.5791 -0.3190
0.3076 0.7253 -0.2477
-0.3542 -0.2912 0.0248
-1.1133 -1.7339 -0.9488
0.4092 0.5292 0.5002
-0.1112 -0.3563 0.1575
0.1274 0.2612 -0.0335
-0.1958 0.1103 -0.0143
0.0020 -0.2077 0.0163
0.1133 0.2818 0.0417
-0.2919 -0.1305 -0.0305
-0.1975 -0.1978 -0.3585
-0.1554 -0.2612 0.0570
0.1856 0.2579 0.2266
-0.0312 -0.2209 0.0399
0.2023 0.0944 0.0299
-0.1086 0.2849 0.0498
-0.3910 -0.0620 0.0499
0.0938 -0.3475 0.4199
0.0250 -0.2989 -0.1127
0.1492 0.3168 -0.0784
0.0084 0.2254 0.2247
-0.1613 -0.1931 -0.2092
0.3817 -0.0682 0.0231

---

2.
Below is C23H19FN3O3Pt as an isolated structure at a distorted geometry, with properties calculated with the ωB97M-V functional and the def2-TZVPD basis.

Summary:
- 2S+1 = 1
- frontier orbital gap (eV) = 5.01
- relative energy (zero: lowest compared OMol25 entry of this formula, charge and spin) (eV) = 3.197
- total charge = +3
- highest occupied orbital energy (eV) = -17.431

Each line ends with the Mulliken charge.
Element x y z (Å)
Pt: -0.583549 -0.126313 0.256542  1.412
F: -0.492242 -2.317577 6.380487  -0.294
O: 0.617303 4.242566 1.290306  -0.569
O: -0.100282 -0.065460 2.103638  -0.943
O: 0.210487 2.307355 -0.924833  -0.520
N: 0.079786 2.904490 4.917143  0.055
N: 2.300453 1.779541 -0.080703  -0.344
N: -1.658735 1.491380 0.169445  0.119
C: -1.382722 4.438710 6.179094  -1.278
C: 0.058021 4.009699 5.953584  -0.314
C: -0.052135 1.238104 6.683136  0.555
C: -0.210050 -0.091702 7.003360  -0.577
C: 0.320472 2.919483 1.245470  0.773
C: -0.289718 -0.761527 4.671261  -0.753
C: 1.343073 4.277503 0.033914  -0.440
C: -0.057511 0.971301 2.932312  1.616
C: 0.125841 2.272625 7.759506  -1.001
C: 0.545410 5.023625 -0.946464  -0.853
C: 0.143512 3.243149 3.654477  -0.297
C: 0.104516 2.320677 2.582698  -1.227
C: -3.659658 2.789295 0.054396  -0.654
C: -0.824562 4.930771 -1.004007  -0.649
C: -0.870853 2.646228 -0.105321  0.911
C: -0.131605 0.586458 4.307427  0.746
C: -2.950471 1.563384 0.296621  -0.262
C: -2.992559 3.897588 -0.345008  -0.698
C: -1.563034 3.860489 -0.466283  0.293
C: -0.032348 1.578081 5.313406  -0.174
C: -0.337898 -1.064507 6.005537  -0.199
C: 1.239801 2.649259 -0.023816  0.477
C: 0.777492 3.527206 7.200388  -1.091
H: -3.494007 0.666639 0.571894  0.462
H: -3.520223 4.809361 -0.597477  0.525
H: 2.587088 1.524489 -1.022135  0.315
H: -1.398732 5.257727 6.897410  0.400
H: 1.828643 3.342632 6.969463  0.385
H: -1.370727 5.712886 -1.520757  0.555
H: 2.343838 4.677290 0.182919  0.669
H: -1.843024 4.793773 5.256576  0.385
H: -4.736086 2.770832 0.163674  0.501
H: -0.841473 2.495935 8.214976  0.405
H: 0.750496 1.849113 8.545592  0.542
H: -0.360994 -1.548064 3.936680  0.564
H: -1.991226 3.627076 6.578043  0.394
H: -0.226857 -0.410611 8.038843  0.595
H: 0.749821 4.332566 7.933818  0.425
H: 0.629629 4.816736 5.495444  0.489
H: 3.103888 2.042209 0.479619  0.300
H: 0.253422 4.300185 3.460297  0.710
H: 1.041489 5.763143 -1.566391  0.559

Force components x, y, z for each atom (eV/Å):
0.1088 -0.4829 0.1969
-0.0017 -0.0278 -0.0271
-0.1007 -0.1374 -0.0609
-0.0199 0.4146 -0.0266
0.1703 0.0868 0.1975
0.0008 0.0870 -0.0327
0.1023 0.2082 0.0713
0.2323 0.5527 -0.3405
-0.0008 -0.0085 0.0295
0.0382 -0.0468 -0.0848
-0.0130 -0.0730 -0.1123
0.0038 0.0052 -0.0546
0.5292 0.1075 0.8456
0.0167 0.0272 0.0457
-0.0302 0.0784 -0.0105
-0.0111 -0.4916 -0.3703
0.0772 -0.0142 -0.0533
-0.1800 0.0588 -0.0399
0.0483 -0.0579 0.1052
-0.0688 0.1610 -0.0601
0.0111 -0.1975 0.0700
0.2726 0.0205 0.0083
-0.8202 -0.4500 -0.6631
0.0122 0.1096 0.1153
-0.1966 0.2330 0.1465
0.2526 0.0175 0.0544
-0.1609 -0.0490 0.1391
-0.0295 0.0102 0.0474
0.0079 0.0225 0.0110
-0.0900 -0.0228 -0.2208
-0.0362 0.0767 0.0202
0.0524 -0.0310 0.0053
-0.0133 -0.0092 -0.0243
-0.1035 -0.1211 0.0132
-0.0076 -0.0019 -0.0006
-0.0027 -0.0257 -0.0061
-0.0265 -0.0326 -0.0258
0.0037 -0.0456 0.0540
0.0076 0.0121 -0.0059
-0.0039 0.0416 -0.0241
0.0020 0.0048 0.0048
-0.0456 0.0149 0.0405
-0.0095 -0.0021 0.0034
-0.0032 -0.0015 -0.0060
0.0005 -0.0028 0.0031
0.0231 -0.0083 0.0023
-0.0283 0.0346 0.0318
0.0085 -0.0269 -0.0252
-0.0138 0.0050 0.0041
0.0353 -0.0225 0.0090